ORCA calculation (wB97M-V/def2-TZVPD) on C9H26Al2Br4CaFLi2O10PS as an isolated structure at a distorted geometry.

XYZ file:
```
57
Properties=species:S:1:pos:R:3:forces:R:3
Br 0.012 1.338 6.106 0.01 0.26 -0.06
Br 2.108 3.755 5.926 -0.34 -0.09 -0.01
Br -0.977 4.347 6.544 0.04 -0.08 -0.18
Br -3.691 0.999 3.433 -0.85 -1.13 -0.54
Ca -5.505 0.370 0.459 1.39 2.45 0.28
S -2.584 -3.904 -1.393 1.24 -3.29 1.19
P -1.899 2.482 0.472 -0.83 3.55 2.15
Al -5.062 -5.919 -1.334 -0.02 -0.53 0.02
Al -0.719 1.358 -1.201 -0.12 -0.27 -1.90
F -3.642 1.336 -1.766 -0.55 -1.14 0.43
O 6.513 -3.306 -2.125 -0.04 -0.14 -0.08
O 2.874 -0.043 -0.720 -0.49 -0.18 -0.86
O -1.936 3.951 0.087 0.17 -2.73 0.00
O -1.429 -3.710 -2.578 -1.69 0.27 1.54
O -3.471 1.956 0.701 0.76 -1.01 0.13
O -2.242 -5.118 -0.643 -0.46 2.61 -1.21
O -3.898 -4.154 -2.138 1.05 1.88 0.14
O -0.751 3.711 9.845 -0.04 -0.02 -0.20
O 5.540 1.669 2.130 -0.29 -0.09 -0.13
O -1.104 2.411 1.953 -1.12 -0.36 -1.92
C -1.066 2.242 -3.014 0.22 -0.36 -0.41
C 1.277 1.714 -0.781 1.12 0.62 0.35
C 2.243 0.847 -1.634 -0.09 0.37 1.27
C 0.282 3.194 5.633 0.26 -0.11 -0.01
C 5.113 -0.999 -0.683 -1.05 -0.39 -0.01
C -2.726 -2.410 -0.291 -0.37 0.94 -0.87
C 3.716 -1.009 -1.405 0.63 0.67 0.78
C -2.613 -1.048 -1.141 0.85 -1.64 0.26
C -1.109 -0.640 -1.329 -0.71 -0.90 -0.19
Li -5.313 -2.516 -0.373 -1.00 -0.43 -0.50
Li -3.398 -2.295 -3.710 -0.84 0.64 -0.23
H -2.149 2.096 -3.209 0.63 0.24 0.28
H -3.759 -2.514 0.213 1.75 -0.21 -0.20
H 5.906 -0.774 -1.411 -0.17 -0.18 0.56
H 1.444 2.799 -0.941 -0.39 -0.56 -0.10
H -0.787 3.310 -2.957 -0.19 -0.55 -0.07
H 5.232 -2.007 -0.245 0.47 0.65 -0.25
H -0.476 1.722 -3.805 -0.22 0.44 0.52
H 3.040 1.531 -2.015 -0.63 -0.29 -0.25
H 1.507 1.527 0.292 -0.44 -0.06 -0.58
H 4.723 1.424 1.651 0.17 0.08 0.12
H 1.763 0.290 -2.466 0.24 0.33 0.19
H 5.101 -0.259 0.158 0.04 -0.51 -0.85
H -0.824 -0.940 -2.367 0.02 0.32 0.64
H -1.969 -2.478 0.513 -0.25 -0.26 -0.51
H 3.791 -0.670 -2.457 0.10 -0.57 0.44
H 7.438 -3.570 -2.069 0.05 0.07 0.03
H 3.227 -2.000 -1.313 0.27 0.50 -0.31
H -0.485 -1.281 -0.663 -0.22 0.61 -0.25
H -1.841 -3.430 -3.411 0.77 -0.58 -0.02
H 6.091 -4.038 -2.584 0.02 -0.04 -0.04
H -3.280 -0.236 -0.746 0.58 -0.49 -0.52
H 0.085 3.287 4.571 -0.08 0.05 0.13
H -0.761 4.079 8.932 0.14 -0.02 0.20
H -3.484 1.262 1.446 0.66 1.20 0.61
H -3.036 -1.304 -2.154 -0.24 0.61 0.60
H -0.771 1.513 2.066 0.07 -0.15 0.43
```
Positions in Å, forces in eV/Å.

Summary:
Orbital gap in eV: 1.4
Total charge: +2
Strongest force on any atom in eV Å⁻¹: 4.23
Calculated total energy in eV: -365250.432
2S+1: 1
Molecular weight in g mol⁻¹: 803.88
Highest occupied orbital energy in eV: -11.349

=====

ORCA calculation (wB97M-V/def2-TZVPD) on C39H45IIrN6O4P as an isolated structure at a distorted geometry.

XYZ file:
```
97
Properties=species:S:1:pos:R:3:forces:R:3
Ir 0.313 -0.779 0.650 -0.74 -0.12 -0.23
I -8.730 -1.463 2.071 -0.02 0.00 0.01
P -0.091 2.667 -0.099 -0.04 -0.14 -0.18
O -2.511 0.164 -0.928 0.01 -0.61 0.11
O -1.889 -1.389 0.541 -0.23 0.38 -0.15
O -0.404 1.288 0.372 -0.28 0.34 0.29
O 0.331 3.736 0.861 0.05 0.05 0.04
N -2.776 2.800 -0.575 -0.01 0.11 0.03
N 2.300 0.339 3.039 0.00 -0.03 -0.01
N 0.031 -0.039 2.609 0.07 0.28 0.49
N 0.731 -2.236 -0.319 0.98 -0.25 -0.36
N 0.779 0.584 4.738 0.03 -0.12 -0.01
N 2.518 2.666 -0.313 0.12 0.05 -0.13
C -1.836 1.446 3.073 0.01 -0.01 -0.01
C -2.770 -0.698 0.044 0.27 -0.10 -0.02
C 1.356 2.529 -1.245 0.07 -0.01 0.04
C 4.968 1.107 2.954 0.01 0.02 0.01
C -1.138 -4.445 -2.546 -0.02 0.02 -0.06
C 2.647 -0.323 6.049 -0.02 0.04 0.04
C 2.910 0.201 1.773 -0.04 0.02 -0.02
C -6.494 -0.181 0.497 0.00 0.01 0.00
C 1.798 0.741 5.716 0.00 0.04 -0.02
C -5.785 -2.084 1.805 0.01 -0.01 0.02
C -4.186 -0.864 0.486 0.13 0.01 -0.06
C -0.544 -3.294 -2.055 0.05 -0.07 0.09
C -1.296 0.161 3.106 0.11 -0.03 -0.05
C 4.311 -0.034 -0.601 -0.01 -0.02 0.00
C 2.214 -0.299 0.655 0.41 -0.04 0.15
C -3.123 1.678 3.538 0.00 0.00 0.00
C -1.144 -5.635 -1.831 0.03 0.03 0.05
C 4.262 0.594 1.724 -0.01 0.01 -0.03
C 4.947 0.485 0.521 0.02 0.00 0.04
C 2.894 2.175 7.315 0.00 0.01 0.00
C -0.531 -2.023 -2.852 0.02 0.12 -0.03
C -0.512 -5.664 -0.593 -0.04 -0.05 -0.02
C -1.466 -2.294 3.656 0.03 -0.06 0.02
C 3.634 -0.086 7.005 -0.01 -0.02 -0.01
C -3.869 0.626 4.048 -0.01 0.02 0.00
C -5.196 -0.019 0.041 -0.04 -0.02 0.07
C -1.481 3.206 -1.154 0.06 0.03 -0.05
C 2.514 -1.685 5.428 0.00 -0.02 -0.02
C 0.868 -4.620 1.231 0.01 -0.05 0.07
C -2.034 -0.908 3.619 -0.05 0.05 0.03
C -6.779 -1.213 1.380 0.04 0.01 -0.02
C 3.762 1.140 7.634 0.01 0.01 0.01
C 0.999 0.275 3.413 -0.14 -0.02 -0.06
C 2.983 -0.428 -0.521 0.01 -0.01 -0.02
C 0.110 -4.547 -0.063 0.03 0.17 -0.03
C -4.487 -1.901 1.362 -0.06 0.01 -0.02
C 1.925 1.975 6.348 0.02 -0.01 -0.01
C 0.092 -3.327 -0.787 -0.56 -0.24 0.00
C -3.319 -0.646 4.091 0.02 -0.03 -0.01
H 4.995 0.357 3.751 0.01 -0.01 0.00
H 1.505 -1.861 5.060 -0.03 0.00 0.00
H -2.205 -3.005 4.026 0.00 0.00 0.00
H 4.533 1.286 8.379 0.00 0.00 0.00
H 3.378 2.959 -0.771 -0.01 -0.06 0.02
H -0.591 -2.352 4.307 0.01 0.02 0.00
H 2.916 0.634 3.778 0.00 0.00 -0.01
H -7.279 0.481 0.160 0.00 0.00 0.00
H 1.255 2.776 6.060 0.00 0.00 0.00
H 1.409 1.552 -1.723 -0.01 0.01 -0.01
H -3.534 2.680 3.513 -0.01 0.01 0.00
H 2.695 1.749 0.140 -0.02 0.03 0.02
H 1.946 -4.670 1.044 0.00 0.03 -0.01
H -1.040 -2.164 -3.806 0.00 0.01 -0.01
H -2.847 1.089 -0.782 -0.07 0.28 0.08
H -1.370 2.719 -2.127 0.00 0.00 0.00
H 0.494 -1.694 -3.053 0.01 -0.05 0.00
H -1.224 2.251 2.681 -0.01 -0.01 0.00
H -4.982 0.770 -0.667 0.03 0.00 -0.01
H 0.713 -3.736 1.849 -0.05 0.05 0.01
H 4.491 2.001 3.369 -0.01 0.00 -0.01
H -1.143 -2.604 2.662 0.02 -0.01 -0.06
H 5.989 0.779 0.479 0.00 0.01 -0.01
H 4.300 -0.898 7.271 0.00 0.00 0.00
H -4.874 0.792 4.415 -0.01 0.01 0.00
H 3.188 -1.812 4.578 0.00 0.01 -0.01
H 2.228 3.341 0.414 -0.07 0.05 0.06
H 0.581 -5.504 1.804 0.02 -0.03 -0.03
H -6.021 -2.895 2.480 0.00 0.00 0.00
H 1.401 3.331 -1.979 -0.03 0.01 0.01
H -1.007 -1.197 -2.316 0.01 -0.06 0.00
H 2.496 -0.869 -1.381 0.01 -0.01 0.01
H -2.789 2.973 0.426 -0.01 0.00 0.02
H 2.753 -2.456 6.160 0.01 0.00 0.00
H 2.980 3.135 7.805 0.00 0.00 0.00
H -3.523 3.353 -0.978 -0.01 -0.01 0.00
H -3.899 -1.467 4.496 -0.01 0.00 0.00
H -0.489 -6.587 -0.021 -0.01 0.00 0.00
H 5.999 1.365 2.721 0.00 -0.01 -0.01
H 4.857 -0.152 -1.530 0.00 0.00 0.00
H -3.694 -2.564 1.681 0.01 0.01 0.00
H -0.177 0.765 4.998 0.00 -0.01 0.00
H -1.391 4.287 -1.296 -0.05 0.00 0.00
H -1.622 -6.519 -2.231 0.00 -0.01 0.00
H -1.616 -4.401 -3.521 0.00 -0.01 0.00
```
Positions in Å, forces in eV/Å.

Summary:
Orbital gap in eV: 5.4
Relative energy (zero: lowest compared OMol25 entry of this formula, charge and spin) in kcal/mol: 8.5
Strongest force on any atom in eV Å⁻¹: 1.07
Calculated total energy in eV: -78535.198
2S+1: 1
Molecular weight in g mol⁻¹: 1011.92
Highest occupied orbital energy in eV: -5.283

=====

ORCA calculation (wB97M-V/def2-TZVPD) on a 7-piece molecular cluster, C35H89N7O8 overall at a distorted geometry.

XYZ file:
```
139
Properties=species:S:1:pos:R:3:forces:R:3
O 4.656 2.568 1.968 0.04 2.11 -0.92
O -1.236 -7.497 5.945 0.03 0.90 0.73
O -1.472 5.478 1.804 -0.03 -2.09 0.83
O -1.100 -2.315 -2.799 -0.46 -0.86 1.29
O 0.690 2.840 0.402 -0.99 0.98 -2.49
O -1.935 -5.034 0.565 -0.23 -1.00 -0.18
O -2.347 -0.614 3.644 0.75 0.64 -0.69
O 3.263 3.895 -3.969 -0.41 0.45 2.48
N -1.555 -2.446 1.561 0.59 1.24 0.24
N -0.866 -2.192 -4.137 0.93 1.31 -2.92
N 4.835 1.800 4.658 1.23 -0.51 0.99
N -0.689 0.624 1.355 1.62 -1.99 -1.27
N 3.322 0.690 -5.710 -1.19 -0.30 -1.06
N 1.567 6.027 1.059 -0.06 -0.10 1.23
N -1.350 -5.710 3.686 -1.67 -1.44 -0.78
C -1.349 -8.272 7.124 1.46 -1.03 0.16
C -2.613 -3.980 -5.056 -0.09 1.39 -0.21
C -2.589 -3.931 -0.032 -0.64 1.40 0.25
C -0.957 6.505 0.975 -0.26 -0.25 0.25
C -2.775 4.946 1.450 -0.06 2.57 -0.26
C -1.125 -3.362 -5.021 -0.38 -1.30 0.33
C 3.874 2.801 4.207 2.71 0.42 -1.28
C 3.159 2.974 -4.997 -1.48 1.35 -0.94
C -0.174 0.216 2.679 -1.97 0.56 0.16
C -0.995 -1.743 -7.000 -1.28 1.37 0.69
C -2.304 -3.900 5.019 -0.31 0.38 0.46
C -0.264 -4.499 -4.465 1.23 0.99 0.51
C -1.311 0.337 3.752 2.47 0.10 -0.30
C -0.219 3.114 -0.727 -0.56 -0.89 0.93
C 3.460 1.600 -4.600 1.25 -2.06 0.23
C 0.413 0.370 0.346 -0.17 1.19 -0.01
C -2.784 -0.638 -4.618 0.92 1.60 0.83
C -3.383 -1.353 0.220 0.66 -1.18 0.04
C -1.568 -5.228 5.018 2.69 -0.03 0.51
C -1.210 -0.808 -4.569 -1.13 -1.49 0.01
C -3.179 -0.620 4.764 -0.07 -0.24 0.43
C 4.895 1.372 -4.176 0.16 1.53 1.40
C -1.994 -6.301 6.014 -2.12 0.37 -0.67
C 3.607 3.646 5.412 -1.09 0.99 0.71
C 1.380 1.620 0.225 -0.04 -0.58 2.03
C 4.716 3.211 0.675 -0.17 -0.55 -0.33
C -0.692 -0.640 -5.971 0.82 0.98 -0.98
C 0.486 6.944 1.465 -1.61 -1.15 -2.47
C 4.528 3.581 2.989 -2.49 -0.82 0.53
C -0.562 -3.057 -6.482 -0.56 -0.91 0.95
C -0.512 0.263 -3.653 -0.86 0.08 -0.15
C -2.210 -6.232 -0.219 -1.06 1.73 0.12
C 2.308 3.711 -2.877 1.14 0.52 -0.15
C -2.817 -2.692 0.915 -0.70 -0.17 -0.39
C 0.860 8.321 0.895 1.00 0.20 1.94
H 0.389 6.890 2.550 0.33 0.37 0.03
H -2.885 4.606 0.420 0.48 -0.15 -0.15
H -3.759 -1.542 4.742 -0.50 0.39 -0.38
H -1.917 -3.230 5.787 -0.08 -0.09 0.26
H -2.231 -3.324 4.096 0.56 -0.51 -0.28
H 5.124 0.344 -3.895 -0.26 0.07 0.25
H 3.899 3.872 0.386 -0.63 0.24 0.97
H -0.319 1.160 -4.243 -0.20 0.09 -0.21
H -0.419 -4.613 -3.393 -0.56 -0.58 -0.10
H 1.294 4.051 -3.089 0.09 0.20 -0.55
H -3.595 -4.196 -0.358 -0.14 -0.35 -0.45
H 1.510 8.651 1.706 0.44 0.50 -0.13
H -2.732 -5.004 -5.411 0.76 0.06 -0.57
H 1.464 5.156 1.559 -0.01 -0.23 -0.05
H 1.547 8.259 0.052 -0.58 -0.06 -0.30
H 2.764 1.330 -3.806 0.03 -0.29 0.04
H 2.208 2.714 -2.449 0.29 -0.33 -0.52
H 2.721 4.294 -2.054 -0.15 0.27 -0.09
H 5.589 1.641 -4.973 -0.06 0.16 -0.13
H -3.282 -6.419 -0.154 -0.27 -0.46 0.48
H -0.931 -6.619 3.822 0.98 -0.25 -0.13
H 5.598 1.591 4.030 -0.68 -0.49 -1.37
H 0.524 -3.100 -6.558 0.08 -0.41 0.55
H -0.206 -2.476 -2.490 -0.04 -0.06 0.70
H -2.150 -5.972 -1.276 0.87 -0.28 -0.30
H -3.391 5.841 1.539 -0.68 0.08 -0.35
H 0.669 0.870 2.902 0.06 0.00 0.84
H -3.011 -6.603 5.764 -0.62 0.05 -0.23
H 0.452 0.050 -3.192 0.05 -0.82 -0.32
H 5.040 2.074 -3.355 0.80 -0.23 0.38
H 3.024 2.246 3.808 -0.29 0.42 0.05
H 2.827 4.400 5.306 -0.28 -0.12 -0.39
H -3.163 -4.060 -4.119 0.64 0.53 0.61
H 5.599 3.832 0.520 0.41 -0.31 0.21
H 1.995 1.649 1.124 0.36 -0.42 0.03
H 0.130 9.129 0.856 -0.39 -0.49 -0.47
H 1.642 5.788 0.081 -0.47 0.36 -0.18
H -1.149 0.572 -2.824 -0.25 -0.13 0.00
H -2.076 -1.830 -7.116 -0.31 0.37 -0.06
H 2.095 1.657 -0.598 -0.34 -0.34 -0.46
H -1.750 -1.888 2.380 -0.33 -0.60 0.75
H -2.748 -1.152 -0.643 -0.20 -0.04 -0.41
H -1.702 -9.287 6.940 -0.77 0.17 -0.36
H -2.951 0.419 -4.823 -0.07 0.27 -0.23
H -0.503 -5.126 5.228 0.18 1.11 1.14
H -1.652 -7.120 0.077 0.26 0.52 0.11
H -1.654 7.340 1.030 0.00 0.49 0.05
H -2.629 -0.724 5.700 0.43 0.33 0.15
H 3.784 4.332 2.721 -0.36 0.03 -0.62
H -1.222 -1.634 1.062 0.90 -0.01 -0.84
H -0.648 -1.445 -7.989 0.43 -0.28 0.07
H -2.132 -5.843 6.993 0.77 -0.21 0.47
H -0.256 -5.434 -5.025 -0.42 0.09 0.11
H 4.450 4.243 5.759 0.48 -0.27 -0.28
H 0.958 -0.518 0.666 0.20 0.17 0.12
H 3.303 3.034 6.261 0.02 -0.20 -0.07
H -1.852 -7.842 7.990 -0.31 0.34 -0.41
H 3.753 3.363 -5.824 0.39 -0.21 0.00
H -0.332 -8.495 7.445 0.28 0.29 0.26
H 3.657 -0.198 -5.365 -0.24 -0.39 -0.16
H -3.381 -3.977 5.162 -0.17 -0.38 0.30
H -1.011 -3.859 -7.069 0.33 -0.14 -0.29
H 0.750 -4.098 -4.485 0.39 -0.19 -0.20
H -0.015 3.868 -1.487 0.90 0.50 0.68
H -4.441 -1.355 -0.045 0.02 -0.49 -0.32
H 0.049 0.101 -0.645 -0.56 0.15 0.01
H -1.018 6.129 -0.046 0.59 0.19 -0.46
H 5.404 4.209 3.148 0.65 -0.69 0.42
H 5.448 2.284 5.298 -0.29 0.15 1.08
H 4.068 0.991 -6.320 -0.02 -0.17 -0.71
H -3.299 4.248 2.103 1.24 -0.32 0.49
H 0.165 -0.817 2.758 0.07 -0.06 -0.81
H -3.221 -0.739 -3.625 -0.06 -0.61 -0.01
H 2.123 3.061 -5.326 -0.33 -0.56 -0.55
H -3.246 -3.326 -5.654 -0.12 -0.16 -0.29
H -1.021 0.335 -6.332 -0.64 0.03 -0.18
H -1.550 1.401 3.725 -1.08 0.04 0.25
H -3.557 -2.960 1.669 -0.03 -0.33 0.15
H -0.952 1.598 1.307 0.17 0.12 0.40
H -1.181 3.355 -0.275 0.00 0.13 -0.07
H 0.368 -0.395 -5.897 0.52 -0.76 -0.10
H -3.273 -0.458 0.832 0.29 -0.38 0.59
H -3.343 -1.165 -5.392 0.43 -0.37 0.24
H -3.743 0.312 4.778 -0.49 -0.19 0.24
H -0.374 2.219 -1.329 0.04 -0.30 0.20
H -2.269 -6.070 3.471 -0.78 0.21 -1.33
H -1.990 -3.585 -0.874 -0.09 0.03 -0.35
H 4.618 2.461 -0.111 0.63 -0.41 0.24
H -0.755 0.137 4.667 -0.20 0.19 0.54
```
Positions in Å, forces in eV/Å.

Summary:
Orbital gap in eV: 8.6
Structure (SMILES): CC1(C)CCCC(C)(C)N1O.COC[C@H](C)N.COC[C@H](C)N.COC[C@H](C)N.COC[C@H](C)N.COC[C@H](C)N.COCCNCCOC
Strongest force on any atom in eV Å⁻¹: 3.33
Calculated total energy in eV: -64538.296
2S+1: 1
Molecular weight in g mol⁻¹: 736.14
Highest occupied orbital energy in eV: -8.043